15
Properties=species:S:1:pos:R:3:mulliken_charge:R:1 method="wB97M-V/def2-TZVPD" e_above_lowest_kcal_mol=93.4 lumo_energy_ha=0.0378 energy_ev=-8290.9476 orbital_gap_ev=8.680 homo_energy_ev=-7.650
N 1.44 0.84 -0.08 -0.09
N 3.43 -0.18 0.14 -0.19
C -1.64 -1.09 0.03 -0.27
C 0.08 0.74 -0.43 -0.15
C -2.89 -0.29 0.36 -0.92
C 2.14 -0.32 -0.17 -0.62
C -0.57 -0.37 -0.18 0.02
H 3.87 0.70 0.40 0.18
H 1.85 1.76 0.07 0.29
H -0.37 1.51 -1.07 0.32
H -1.72 -2.13 -0.26 0.34
H -2.94 0.15 1.36 0.27
H 4.01 -0.99 0.03 0.25
H -2.90 0.54 -0.36 0.25
H -3.78 -0.89 0.17 0.32

***

58
Properties=species:S:1:pos:R:3:mulliken_charge:R:1 method="wB97M-V/def2-TZVPD" e_above_lowest_kcal_mol=9.3 lumo_energy_ha=-0.2385 energy_ev=-81648.1167 orbital_gap_ev=7.827 total_charge=+2 homo_energy_ev=-14.318
Bi -0.15 0.47 0.04 0.76
Cl -4.58 3.45 -1.73 -0.14
Cl -1.73 2.97 -1.59 -0.11
P -1.86 -1.35 -0.66 0.86
P -0.63 -0.88 2.22 0.94
Si 2.22 -0.49 -0.70 0.24
C 4.89 1.85 2.35 -0.44
C -5.17 -1.51 1.77 -0.78
C 2.31 0.24 -2.43 0.66
C -4.62 -1.40 3.03 -0.79
C 1.70 2.05 -3.92 -1.01
C -2.85 -0.85 -2.11 -1.30
C 2.34 1.41 -4.98 -0.43
C -1.36 -3.09 -0.93 -1.12
C 3.32 0.37 0.57 0.84
C 2.91 1.62 1.04 0.03
C 2.98 0.21 -4.76 -0.61
C 0.20 -2.44 2.69 -1.35
C -2.97 4.17 -1.87 -0.45
C -0.42 0.18 3.69 -1.48
C 2.98 -0.37 -3.50 -0.54
C -2.43 -1.21 2.06 0.32
C -3.25 -1.26 3.18 -0.75
C -4.36 -1.51 0.64 -0.75
C 4.55 -0.12 1.02 -0.59
C -2.98 -1.36 0.78 0.51
C 5.32 0.62 1.90 -0.60
C 1.69 1.47 -2.67 0.11
C 3.68 2.36 1.91 -1.01
H -1.11 -3.55 0.02 0.35
H -2.17 -3.65 -1.40 0.41
H 1.04 -2.19 3.33 0.50
H 0.58 -2.96 1.81 0.32
H 5.50 2.42 3.04 0.42
H 3.49 -0.28 -5.57 0.41
H -0.49 -3.13 -1.59 0.40
H -6.24 -1.59 1.65 0.45
H 2.24 -1.95 -0.62 -0.12
H 1.97 2.05 0.70 0.21
H -3.66 -1.56 -2.27 0.49
H 0.59 0.60 3.67 0.44
H -0.53 -0.42 4.59 0.48
H -1.15 0.99 3.68 0.43
H -2.85 4.96 -1.13 0.31
H 6.27 0.23 2.24 0.42
H 3.50 -1.30 -3.33 0.39
H 3.34 3.33 2.25 0.42
H 1.19 2.00 -1.87 0.27
H 4.91 -1.07 0.66 0.41
H -4.80 -1.61 -0.34 0.34
H -0.50 -3.09 3.22 0.44
H -2.21 -0.84 -2.99 0.42
H -3.25 0.15 -1.94 0.37
H -5.26 -1.43 3.90 0.45
H 2.33 1.85 -5.96 0.42
H -2.83 4.56 -2.88 0.32
H 1.21 3.00 -4.08 0.42
H -2.83 -1.19 4.17 0.41

***

5
Properties=species:S:1:pos:R:3:mulliken_charge:R:1 method="wB97M-V/def2-TZVPD" e_above_lowest_kcal_mol=80.7 lumo_energy_ha="-0.0778 / -0.0641" energy_ev=-19350.1929 orbital_gap_ev="7.479 / 7.506" homo_energy_ev="-9.595 / -9.251"
S 1.61 -0.56 0.25 0.34
F -1.25 0.64 -0.89 -0.10
F -1.32 -0.33 1.03 -0.10
O 1.95 0.80 -0.11 -0.28
C -1.00 -0.56 -0.28 0.14

***

12
Properties=species:S:1:pos:R:3:mulliken_charge:R:1 method="wB97M-V/def2-TZVPD" e_above_lowest_kcal_mol=37.5 lumo_energy_ha=-0.0398 energy_ev=-20074.1037 orbital_gap_ev=6.971 homo_energy_ev=-8.054
S -3.55 -0.23 0.05 -0.38
O 2.60 -0.02 0.01 -0.49
N -1.38 1.37 -0.01 -0.51
N -0.98 -0.83 -0.15 -0.09
C 0.22 -0.17 -0.15 0.43
C -0.10 1.17 -0.04 0.08
C -1.99 0.12 -0.05 0.02
C 1.45 -0.76 0.12 -0.08
H 2.50 0.97 -0.24 0.33
H 0.65 1.97 0.31 0.21
H 1.70 -1.79 0.35 0.34
H -1.11 -1.80 -0.20 0.12

***

8
Properties=species:S:1:pos:R:3:lowdin_spin:R:1 method="wB97M-V/def2-TZVPD" e_above_lowest_kcal_mol=0.0 lumo_energy_ha="-0.1769 / -0.1773" energy_ev=-9890.8431 orbital_gap_ev="7.720 / 9.030" total_charge=+1 homo_energy_ev="-12.534 / -13.855" spin_multiplicity=2
Tl 1.61 -3.41 1.56 0.01
O 0.49 -1.17 0.72 0.26
C -0.68 1.21 0.04 0.03
C 0.15 -0.95 -0.43 0.58
C -0.11 0.41 -0.90 0.11
H -1.53 0.87 0.63 0.00
H 0.47 0.78 -1.73 0.00
H -0.40 2.26 0.11 0.01

***

103
Properties=species:S:1:pos:R:3:lowdin_spin:R:1 method="wB97M-V/def2-TZVPD" e_above_lowest_kcal_mol=100.3 lumo_energy_ha="-0.0401 / -0.0402" energy_ev=-152980.4612 orbital_gap_ev="4.825 / 4.790" homo_energy_ev="-5.916 / -5.884" spin_multiplicity=3
W -0.15 0.06 -0.62 1.44
Sb 1.71 0.36 -4.73 0.01
S 1.80 -2.38 0.98 0.02
S 1.91 2.58 -4.10 0.03
S 0.29 -1.81 -2.22 0.02
S -0.29 0.11 3.02 0.02
S 3.48 -0.71 -3.65 0.02
S -0.54 -0.16 -3.06 0.01
S 0.37 -2.65 3.41 0.00
F -2.62 4.16 -0.89 0.00
F -2.25 1.86 0.19 0.01
F -3.25 3.32 -2.78 0.00
F -4.40 2.91 -0.97 0.00
F -1.01 2.16 -1.64 0.01
O -2.79 -1.60 -0.30 0.07
N -0.42 -1.38 3.72 0.00
N -0.43 0.35 1.61 0.03
N 1.19 -1.20 0.42 0.02
N 1.80 0.92 -1.31 0.01
N 1.68 -2.63 2.61 0.00
N 0.45 2.73 0.42 0.02
C -1.32 -6.17 2.51 0.00
C -2.62 -5.80 2.20 0.00
C -1.87 -0.97 -0.40 0.13
C -3.48 2.39 5.30 0.00
C -3.01 -4.47 2.23 0.00
C 2.77 2.99 -0.25 0.00
C 2.98 1.54 -0.65 0.00
C 1.31 0.98 5.13 0.00
C 0.13 -4.22 -0.15 0.00
C 2.39 0.54 3.00 0.00
C -0.39 -5.20 2.85 0.00
C -2.09 -3.49 2.58 0.00
C -3.16 3.06 -1.47 0.01
C 2.09 -6.19 -0.34 0.00
C 2.40 -4.58 6.29 0.00
C 1.77 3.18 0.87 0.00
C 3.62 0.86 3.57 0.00
C -0.80 -3.87 2.88 0.00
C 4.42 -2.29 1.93 0.00
C 1.25 0.62 3.79 0.01
C 5.35 -1.78 -0.66 0.00
C 2.41 -4.96 0.21 0.00
C -2.49 3.05 4.59 0.00
C 3.69 1.25 4.90 0.00
C -3.49 1.00 5.36 0.00
C 5.77 -2.06 1.71 0.00
C 6.23 -1.81 0.42 0.00
C 1.58 -4.39 7.39 0.00
C 0.80 -6.43 -0.81 0.00
C 0.41 -3.64 7.28 0.00
C 1.42 -3.98 0.29 0.01
C 4.00 -2.01 -0.45 0.00
C 2.05 -4.03 5.06 0.00
C -2.36 1.79 -1.23 0.06
C 0.89 -3.29 4.97 0.00
C 3.56 -2.26 0.84 0.00
C 0.06 -3.09 6.07 0.00
C 2.54 1.31 5.68 0.00
C -2.51 0.27 4.71 0.00
C -0.17 -5.45 -0.72 0.00
C -1.53 0.95 4.00 0.00
C -1.51 2.33 3.92 0.00
H -1.02 -7.21 2.47 0.00
H 3.73 3.41 0.05 0.00
H 0.56 -7.38 -1.27 0.00
H 7.29 -1.62 0.25 0.00
H 2.60 1.60 6.72 0.00
H -2.49 4.13 4.53 0.00
H 4.04 -2.48 2.93 0.00
H 0.41 1.01 5.73 0.00
H -0.74 2.84 3.36 0.00
H 2.45 3.55 -1.14 0.00
H 3.79 1.49 -1.38 0.00
H 2.29 0.24 1.97 0.00
H -0.22 -3.49 8.15 0.00
H 4.51 0.82 2.96 0.00
H 0.63 -5.47 3.08 0.00
H -1.17 -5.63 -1.10 0.00
H -0.23 2.76 1.17 0.00
H 5.69 -1.57 -1.67 0.00
H -2.37 -2.44 2.61 0.00
H 0.12 3.36 -0.30 0.00
H 2.68 -4.15 4.19 0.00
H 1.85 -4.82 8.35 0.00
H 2.07 2.58 1.72 0.00
H -4.25 2.95 5.81 0.00
H 3.31 -1.96 -1.29 0.00
H -2.49 -0.81 4.74 0.00
H 3.42 -4.75 0.55 0.00
H 2.85 -6.96 -0.42 0.00
H 4.65 1.51 5.33 0.00
H 1.76 4.23 1.19 0.00
H -0.84 -2.49 5.96 0.00
H -4.27 0.48 5.91 0.00
H 6.47 -2.07 2.54 0.00
H -3.34 -6.56 1.93 0.00
H 3.31 -5.15 6.38 0.00
H -0.63 -3.45 -0.07 0.00
H -4.02 -4.19 1.97 0.00
H 3.26 0.93 0.22 0.00
H 1.59 1.56 -2.09 0.00
H 2.20 0.14 -1.83 0.00

***

Copy entry 3 word for word.
5
Properties=species:S:1:pos:R:3:mulliken_charge:R:1 method="wB97M-V/def2-TZVPD" e_above_lowest_kcal_mol=80.7 lumo_energy_ha="-0.0778 / -0.0641" energy_ev=-19350.1929 orbital_gap_ev="7.479 / 7.506" homo_energy_ev="-9.595 / -9.251"
S 1.61 -0.56 0.25 0.34
F -1.25 0.64 -0.89 -0.10
F -1.32 -0.33 1.03 -0.10
O 1.95 0.80 -0.11 -0.28
C -1.00 -0.56 -0.28 0.14